1.
C8H24ClGaI2N2OP2 | ωB97M-V with the def2-TZVPD basis set

The geometry in ORCA input format:
```
! RIJCOSX wB97M-V def2-TZVPD def2/J DEFGRID3
* xyz 2 1
I -3.554 1.044 -4.107
I -3.592 -1.680 -4.438
Ga 0.050 -0.764 -0.152
Cl 1.061 -2.402 0.849
P 1.150 -0.308 -2.248
P -2.130 -0.459 0.789
O 1.265 0.753 0.969
N 2.240 0.751 3.080
N 2.971 2.209 1.496
C 2.418 -1.611 -2.502
C -2.508 -1.886 1.886
C 2.093 1.200 1.809
C -3.659 -0.368 -0.215
C 0.395 -0.168 -3.918
C -2.372 0.956 1.920
C 2.219 1.179 -2.184
C 1.142 0.143 3.853
H 2.593 1.409 -1.174
H 1.351 -0.900 4.124
H -1.409 1.343 2.274
H 3.140 -1.238 -3.244
H 0.211 0.214 3.263
H -2.748 -2.763 1.269
H 2.818 2.755 0.666
H -3.715 0.587 -0.772
H 3.076 0.985 -2.843
H -4.513 -0.447 0.494
H 3.576 2.534 2.219
H -2.913 1.756 1.396
H -0.236 0.737 -3.983
H 1.220 -0.104 -4.658
H -2.968 0.617 2.779
H 2.929 -1.830 -1.554
H -3.693 -1.195 -0.948
H -1.633 -2.126 2.505
H 1.649 2.038 -2.563
H 1.956 -2.536 -2.876
H -3.366 -1.643 2.535
H -0.248 -1.036 -4.155
H 2.701 1.482 3.602
H 1.033 0.772 4.756
*
```

Calculated values
- Molar mass: 585.225 g/mol
- Highest occupied orbital energy: -14.415 eV

2.
C8H24F4N4O11PbS4 | ωB97M-V with the def2-TZVPD basis set

The geometry in ORCA input format:
```
! RIJCOSX wB97M-V def2-TZVPD def2/J DEFGRID3
* xyz 0 1
Pb 17.245 9.462 17.957
S 20.118 6.973 17.732
S 13.765 10.225 17.676
S 20.917 9.029 17.028
S 14.739 12.198 18.595
F 15.983 12.516 19.633
F 18.687 6.490 18.358
F 14.373 9.176 16.664
F 20.615 10.568 16.790
O 21.396 8.599 15.709
O 13.631 12.415 19.561
O 18.469 11.973 18.641
O 17.767 9.022 20.485
O 21.875 9.210 18.125
O 13.083 9.368 18.621
O 16.593 8.297 15.730
O 12.876 11.029 16.804
O 21.036 6.743 18.854
O 14.936 13.214 17.557
O 20.174 6.116 16.559
N 15.777 7.544 18.925
N 18.038 10.745 15.723
N 19.488 8.602 17.424
N 15.150 10.650 18.091
C 14.612 6.993 20.941
C 19.122 8.991 20.905
C 18.732 10.666 13.574
C 17.550 8.541 14.668
C 16.991 7.994 21.068
C 15.651 7.981 20.343
C 17.625 10.083 14.502
C 16.141 6.942 15.761
H 16.968 8.201 22.138
H 14.818 5.936 20.776
H 15.392 6.918 16.553
H 14.517 7.149 22.016
H 15.272 9.003 20.317
H 19.784 10.489 13.800
H 16.910 6.198 15.970
H 15.669 6.610 14.837
H 18.465 10.196 12.628
H 18.572 12.447 19.466
H 19.048 10.755 15.754
H 19.559 9.875 20.441
H 18.172 12.636 18.018
H 17.573 7.085 20.913
H 19.541 8.100 20.436
H 18.647 11.741 13.413
H 17.244 8.049 13.745
H 16.689 10.559 14.212
H 13.590 7.229 20.645
H 14.824 7.509 18.591
H 19.232 8.958 21.989
H 18.520 8.100 14.899
H 15.897 6.541 18.921
H 17.726 11.705 15.699
*
```

Calculated values
- Molar mass: 763.757 g/mol
- Highest occupied orbital energy: -9.728 eV

3.
C8H24FO8Y | ωB97M-V with the def2-TZVPD basis set

The geometry in ORCA input format:
```
! RIJCOSX wB97M-V def2-TZVPD def2/J DEFGRID3
* xyz 2 1
Y 8.637 -21.223 1.393
F 10.836 -21.160 1.287
O 9.356 -19.464 2.885
O 13.139 -20.087 2.981
O 11.026 -21.219 -2.930
O 9.253 -20.988 -0.842
O 12.858 -17.799 4.834
O 9.249 -22.250 3.498
O 12.288 -23.558 1.181
O 12.949 -21.464 -0.885
C 13.013 -18.671 2.596
C 13.657 -17.854 3.662
C 10.175 -22.304 -2.681
C 10.254 -21.390 4.217
C 8.913 -21.722 -2.136
C 13.607 -23.234 0.689
C 9.816 -19.957 4.227
C 13.580 -22.775 -0.749
H 14.258 -24.108 0.717
H 14.651 -18.232 3.907
H 9.819 -20.241 -1.155
H 14.608 -22.695 -1.109
H 11.836 -22.746 1.401
H 14.070 -22.437 1.285
H 11.242 -21.566 3.802
H 8.572 -20.963 -2.843
H 10.239 -21.697 5.265
H 10.582 -19.287 4.625
H 8.096 -22.421 -1.956
H 12.475 -21.274 -0.064
H 13.522 -18.530 1.635
H 8.949 -19.818 4.886
H 9.347 -23.129 3.903
H 9.145 -18.519 2.987
H 12.768 -18.700 5.163
H 9.915 -22.809 -3.619
H 13.034 -23.477 -1.386
H 11.947 -18.427 2.534
H 12.511 -20.572 2.441
H 10.605 -23.066 -2.020
H 11.840 -21.319 -2.384
H 13.758 -16.833 3.296
*
```

Calculated values
- Molar mass: 356.176 g/mol
- Highest occupied orbital energy: -15.344 eV

Number 1: HOMO-LUMO gap 7.58 eV. Number 2: HOMO-LUMO gap 8.81 eV. Number 3: HOMO-LUMO gap 5.99 eV.